60
Properties=species:S:1:pos:R:3 method="wB97M-V/def2-TZVPD" total_charge=+1 gap_ev=10.26 largest_force_ev_per_a=6.2
O -0.80393 -4.08069 -1.61394
O -0.99145 2.80009 -2.99028
O 1.52305 -2.97692 -1.93191
O -0.57084 3.99540 2.39954
O 2.00093 2.36473 0.32666
O 3.85343 1.41353 2.03254
O -1.79334 -1.31094 -2.84634
O 2.43192 -0.87285 0.37901
O 3.82513 1.40330 -1.21168
O -1.63308 -2.39983 1.74536
O 1.55974 1.54082 -2.41656
O -3.42549 0.37979 -1.87999
O 0.96641 -0.87673 -3.48836
O -3.08846 -0.49339 3.65331
N 0.95462 1.13859 2.59652
N -3.39220 -1.50987 0.61833
C -0.70568 0.34455 1.13953
C -1.10857 -0.69402 0.12494
C -2.07871 -1.65438 0.92421
C -0.21450 -0.73038 3.58772
C 0.33144 -0.13318 2.29980
H -1.55738 -0.22177 -0.81035
H 3.25785 1.63909 -1.98325
H -1.52162 -3.54590 -1.16851
H 2.58079 -0.20553 -0.29799
H 4.79211 1.45847 -1.69859
H -3.31913 -0.61786 2.69630
H 2.87110 2.75749 0.16810
H 1.86910 2.12438 -0.61595
H 0.98840 0.91475 -2.70955
H -1.07555 -0.01153 3.66381
H -4.21574 -0.14225 -2.09249
H -3.79356 -0.78217 -0.08496
H -2.81982 -0.34507 -2.14405
H -0.54432 1.24907 0.67808
H -0.20189 -1.24442 -0.29878
H -0.81099 3.58096 -3.55191
H 4.65933 0.91498 2.22788
H 1.42257 -0.54496 -4.22856
H -1.87057 2.45078 -3.14440
H 1.21755 1.75166 1.61344
H 1.02921 -0.86731 1.85774
H 1.38332 -1.60681 -3.10922
H 0.54862 -3.02775 -2.05131
H -4.14238 -2.02739 0.99414
H 0.90750 2.33311 -2.61009
H -0.47325 -1.75730 3.49501
H -0.92545 -1.16789 -2.47811
H 3.94036 1.35778 1.05732
H -0.67021 -4.86210 -1.09156
H -1.63660 -1.54248 -3.76053
H -1.47425 4.60681 2.37869
H -1.68153 0.53541 1.72980
H 0.47036 1.88487 2.92540
H 1.72214 -3.78345 -1.52900
H -0.52690 3.91262 1.47086
H 1.82248 1.11897 3.18891
H 2.34517 -1.67125 -0.12359
H 0.56781 -0.81272 4.28958
H -2.77510 -1.45089 3.69925